1.
Entry from the OMol25 dataset: an isolated ion of composition CH4FN2O and charge +1 (ωB97M-V/def2-TZVPD).

XYZ file:
```
9
Properties=species:S:1:pos:R:3:forces:R:3
C -0.33303 -0.16205 -0.70219 -2.9 2.2 3.7
N -0.84465 0.27319 0.89821 2.5 0.4 -7.6
N 0.89912 -0.17312 -1.04423 -2.1 -0.1 1.5
O 0.38050 0.19972 1.51221 -0.5 -0.5 1.3
F -1.29418 -0.24400 -1.55874 0.8 -0.3 0.5
H -1.49248 -0.44144 1.04391 -1.0 -2.2 1.2
H 1.49924 -0.05277 -0.19361 0.4 -0.2 -1.3
H 0.95907 -0.35056 -2.04095 1.6 0.0 -0.1
H 0.22641 0.95103 2.08539 1.1 0.6 0.8
```
Positions in Å, forces in eV/Å.

Computed properties:
Charge: +1
SMILES: [NH2+]=C(F)NO
HOMO in eV: -16.205
Gap between HOMO and LUMO in eV: 11.12
Energy above the lowest of the compared OMol25 structures with the same formula, charge and spin in kcal/mol: 45.50

***

2.
Entry from the OMol25 dataset: a 2-piece molecular cluster, CH4FN2O overall (ωB97M-V/def2-TZVPD).

XYZ file:
```
9
Properties=species:S:1:pos:R:3:forces:R:3
C -0.48792 0.31613 -0.31202 3.0 -3.2 -0.6
N -0.92190 1.22659 0.43429 -1.1 2.5 1.9
N 0.88935 -1.18514 -0.19774 0.6 4.3 -0.9
O 1.08503 -1.38985 -1.48304 3.5 2.0 -0.6
F -0.60623 0.45196 -1.58256 -0.7 0.2 0.0
H -0.68650 1.38949 1.45156 -0.4 -1.0 -1.5
H -1.52055 1.97228 0.02355 0.6 -0.4 0.2
H 0.31704 -1.90936 0.04758 -2.6 -2.4 1.2
H 1.96256 -0.79751 -1.69083 -2.9 -2.1 0.3
```
Positions in Å, forces in eV/Å.

Computed properties:
Charge: +1
HOMO in eV: -15.596
Gap between HOMO and LUMO in eV: 10.27
Energy above the lowest of the compared OMol25 structures with the same formula, charge and spin in kcal/mol: 71.00

***

3.
Entry from the OMol25 dataset: a 2-piece molecular cluster, CH4FNP2 overall (ωB97M-V/def2-TZVPD).

XYZ file:
```
9
Properties=species:S:1:pos:R:3:forces:R:3
C -2.00887 -0.57801 0.24146 0.3 5.1 -1.8
N -1.30245 0.51467 0.02330 -3.2 -3.1 -0.3
F -3.33231 -0.97066 -0.17972 3.4 1.0 0.8
P 1.54458 0.73570 -0.18310 0.6 0.7 1.1
P 3.25121 -0.26494 -0.00509 0.0 -0.9 -1.6
H -1.59244 1.25872 -0.63019 -0.5 -0.7 0.3
H 1.89453 1.13491 1.15561 -1.0 0.5 -0.1
H -1.45736 -1.11328 0.94593 -0.4 -2.3 1.1
H 3.00311 -0.71711 -1.36820 0.8 -0.3 0.5
```
Positions in Å, forces in eV/Å.

Computed properties:
HOMO in eV: -9.287
Gap between HOMO and LUMO in eV: 8.83
Energy above the lowest of the compared OMol25 structures with the same formula, charge and spin in kcal/mol: 70.88